# 1
C96H80N16O32 | ωB97M-V/def2-TZVPD

Element x y z (Å)
C1 2.58814 1.66848 -7.29671
C2 1.60996 1.68510 -8.28084
C3 0.31428 2.05518 -7.92933
C4 0.05477 2.46238 -6.62087
C5 1.06625 2.38029 -5.66001
C6 2.33294 1.91037 -5.95401
N1 -1.20149 3.09490 -6.30285
O1 -2.26550 2.64357 -6.84238
O2 -1.28353 4.03119 -5.50815
H1 3.59729 1.34442 -7.50404
H2 1.93625 1.38523 -9.26574
H3 -0.43828 2.23800 -8.68208
H4 0.75085 2.62357 -4.65615
H5 3.07031 1.76862 -5.17773
C7 0.89985 -1.38613 -7.16626
C8 0.81827 -1.86559 -8.43042
C9 -0.44305 -2.23868 -8.96696
C10 -1.64313 -1.90123 -8.19182
C11 -1.49969 -1.44402 -6.88365
C12 -0.22972 -1.23592 -6.34551
N2 -3.02671 -2.17692 -8.64954
O3 -3.97679 -2.23910 -7.90583
O4 -3.13895 -2.46380 -9.86012
H6 1.87812 -1.13191 -6.78578
H7 1.68617 -1.97919 -9.06307
H8 -0.53750 -2.78494 -9.89382
H9 -2.41325 -1.32513 -6.32002
H10 -0.12824 -0.85575 -5.33974
C13 -3.65928 3.08900 0.44883
C14 -4.17333 2.33432 1.51179
C15 -3.42975 2.28413 2.67157
C16 -2.16153 2.93730 2.75271
C17 -1.73334 3.75778 1.72400
C18 -2.49221 3.80120 0.51843
N3 -1.36775 2.70443 3.91119
O5 -0.37220 3.36631 4.04098
O6 -1.79508 2.00440 4.83427
H11 -4.25683 3.20030 -0.44389
H12 -5.13443 1.84459 1.45835
H13 -3.78640 1.72133 3.52155
H14 -0.76969 4.24392 1.68589
H15 -2.02305 4.27409 -0.33167
C19 2.00306 3.52008 0.11390
C20 2.15818 3.06071 1.45615
C21 2.97827 1.94610 1.75784
C22 3.61412 1.22947 0.69195
C23 3.40851 1.79659 -0.56442
C24 2.66629 2.83548 -0.86666
N4 4.38969 -0.01026 0.90828
O7 4.97264 -0.35146 -0.12024
O8 4.35305 -0.63615 1.94916
H16 1.25839 4.26868 -0.11300
H17 1.57151 3.56521 2.20960
H18 2.99343 1.60440 2.78225
H19 3.72769 1.11921 -1.34267
H20 2.64043 3.16773 -1.89396
C25 -0.07568 -1.18928 1.34782
C26 0.09871 -1.75420 0.12441
C27 0.15442 -1.00237 -1.06854
C28 -0.04764 0.35438 -0.99505
C29 -0.19030 0.90944 0.25999
C30 -0.12318 0.23812 1.47393
N5 -0.05659 1.26062 -2.18166
O9 -0.46157 2.39241 -2.00934
O10 0.10294 0.75773 -3.28987
H21 0.04254 -1.84640 2.19671
H22 0.25023 -2.81861 0.22675
H23 0.28313 -1.60824 -1.95327
H24 -0.36960 1.96955 0.36207
H25 -0.17511 0.61343 2.48529
C31 3.41703 1.95868 5.71888
C32 2.12999 1.31568 5.70943
C33 2.05568 0.10136 5.10269
C34 3.18692 -0.66370 4.77397
C35 4.45213 -0.02527 4.79077
C36 4.52422 1.28930 5.24109
N6 3.04145 -2.06758 4.28571
O11 3.98734 -2.74641 4.01197
O12 1.89440 -2.50490 4.16136
H26 3.48171 3.01007 5.95719
H27 1.18904 1.71943 6.05295
H28 1.09547 -0.35238 4.90641
H29 5.41396 -0.49201 4.63769
H30 5.44184 1.82835 5.05722
C37 -4.78056 0.73000 -5.56825
C38 -6.13185 1.03018 -5.67657
C39 -6.86744 1.64130 -4.61068
C40 -6.25027 1.87767 -3.40216
C41 -4.93308 1.53902 -3.21258
C42 -4.18877 1.01871 -4.32590
N7 -7.07802 2.54518 -2.32509
O13 -8.22934 2.86156 -2.47855
O14 -6.58071 2.73969 -1.25437
H31 -4.13724 0.39080 -6.36667
H32 -6.61373 0.72365 -6.59322
H33 -7.90788 1.91035 -4.71796
H34 -4.48897 1.80126 -2.26369
H35 -3.14385 0.86057 -4.10333
C43 1.74630 10.39980 4.29877
C44 1.98788 9.06907 4.47364
C45 1.34897 8.16983 3.63632
C46 0.62264 8.62512 2.53968
C47 0.46718 9.97054 2.34643
C48 0.98711 10.85598 3.24170
N8 0.10549 7.67107 1.56380
O15 0.66041 6.58106 1.46004
O16 -0.91992 8.11341 1.00606
H36 2.17042 11.12912 4.97302
H37 2.52822 8.73536 5.34718
H38 1.58311 7.13839 3.85475
H39 -0.22567 10.30898 1.59025
H40 0.87747 11.93022 3.26136
C49 -5.39259 -1.88403 1.07711
C50 -5.93964 -1.69060 -0.18347
C51 -5.17102 -1.88473 -1.33939
C52 -3.89843 -2.38420 -1.15845
C53 -3.36308 -2.62692 0.08072
C54 -4.07881 -2.35432 1.18716
N9 -3.14555 -2.71671 -2.43348
O17 -2.05075 -3.26584 -2.31393
O18 -3.61729 -2.45856 -3.54814
H41 -5.99953 -1.79372 1.96586
H42 -6.92522 -1.26207 -0.29020
H43 -5.57341 -1.68413 -2.32135
H44 -2.42472 -3.14253 0.22227
H45 -3.71943 -2.49322 2.19610
C55 3.58747 -1.12331 9.14057
C56 2.53961 -1.25704 8.22370
C57 2.46507 -2.45387 7.43714
C58 3.43505 -3.46158 7.59051
C59 4.45820 -3.31335 8.48703
C60 4.55924 -2.18135 9.28495
N10 3.50329 -4.65272 6.71399
O19 2.46422 -5.03906 6.14855
O20 4.60403 -5.01539 6.52041
H46 3.59646 -0.21934 9.73147
H47 1.87886 -0.44583 7.95585
H48 1.60780 -2.57251 6.79107
H49 5.18929 -4.08393 8.68222
H50 5.38502 -2.15907 9.98064
C61 1.11765 5.81257 -3.76035
C62 2.40102 5.30263 -3.73578
C63 3.29281 5.73837 -2.76797
C64 2.89311 6.62014 -1.73276
C65 1.62958 7.21044 -1.88640
C66 0.76815 6.80463 -2.83986
N11 3.80349 7.03699 -0.61951
O21 4.99467 6.79777 -0.79541
O22 3.34314 7.68098 0.31375
H51 0.39822 5.48622 -4.49677
H52 2.74778 4.55197 -4.43054
H53 4.33153 5.44580 -2.81121
H54 1.41185 8.04559 -1.23716
H55 -0.12466 7.37984 -3.03587
C67 -2.20399 -4.35721 8.36870
C68 -1.14624 -4.35858 7.49204
C69 -1.39702 -4.54743 6.14860
C70 -2.71932 -4.66227 5.67096
C71 -3.77545 -4.52431 6.55858
C72 -3.51188 -4.32313 7.88753
N12 -2.97135 -4.86259 4.24774
O23 -2.11740 -4.61237 3.42167
O24 -4.09902 -5.22491 3.88941
H56 -1.89105 -4.34608 9.40231
H57 -0.14610 -4.52317 7.86490
H58 -0.57764 -4.79054 5.48837
H59 -4.78838 -4.66610 6.21179
H60 -4.36971 -4.23768 8.53809
C73 7.82485 -2.23895 -3.96508
C74 7.27299 -2.35156 -2.71443
C75 5.84623 -2.24938 -2.54565
C76 5.05606 -2.01065 -3.67289
C77 5.65495 -1.98962 -4.96464
C78 7.00525 -2.07454 -5.10933
N13 3.63188 -1.56269 -3.51565
O25 3.13311 -1.38165 -2.36684
O26 3.00041 -1.40800 -4.55802
H61 8.87797 -2.34642 -4.17904
H62 7.87249 -2.40109 -1.81746
H63 5.59316 -2.17810 -1.49815
H64 5.05151 -1.71119 -5.81595
H65 7.45333 -1.96911 -6.08631
C79 -4.08122 -5.63302 -5.61228
C80 -4.43930 -6.05552 -6.87236
C81 -3.61509 -6.08635 -7.93434
C82 -2.35841 -5.55353 -7.82405
C83 -1.95292 -5.08251 -6.58936
C84 -2.87165 -4.94025 -5.53882
N14 -1.54902 -5.71948 -9.04916
O27 -0.36049 -5.52920 -8.83719
O28 -2.10687 -5.83954 -10.11121
H66 -4.88159 -5.62290 -4.88722
H67 -5.41533 -6.47180 -7.07356
H68 -3.90651 -6.46329 -8.90356
H69 -0.97638 -4.62460 -6.53376
H70 -2.51236 -4.39571 -4.67813
C85 2.11213 -4.52445 1.51433
C86 1.00550 -5.40067 1.37831
C87 0.50871 -5.76583 0.12872
C88 1.21020 -5.35217 -1.00432
C89 2.29336 -4.42702 -0.90810
C90 2.76543 -4.03964 0.36132
N15 0.68852 -5.68462 -2.35876
O29 -0.37707 -6.37044 -2.43352
O30 1.33320 -5.39379 -3.33273
H71 2.60186 -4.30271 2.45102
H72 0.52608 -5.72334 2.29069
H73 -0.33903 -6.42902 0.03980
H74 2.77748 -4.11948 -1.82323
H75 3.70670 -3.51042 0.34240
C91 -1.74209 0.18188 9.58574
C92 -2.97505 0.65708 9.03904
C93 -3.40038 0.18955 7.79247
C94 -2.55997 -0.69990 7.01647
C95 -1.44095 -1.22242 7.65504
C96 -1.02237 -0.79994 8.88007
N16 -2.76969 -0.95233 5.58668
O31 -1.85486 -1.50452 4.95300
O32 -3.88696 -0.71298 5.12599
H76 -1.46889 0.50005 10.58099
H77 -3.53206 1.36493 9.63493
H78 -4.18096 0.76420 7.31615
H79 -0.74256 -1.89000 7.17235
H80 -0.05976 -1.15550 9.21676

Properties
ΔE to the lowest compared entry with this formula, charge and spin = 352.0 kJ/mol
total charge = 0

Results of the Mulliken charge analysis, in e, for atoms 1 through 2: atom 1 (C): -0.792, atom 2 (C): -0.794

---

# 2
C9H10 | ωB97M-V/def2-TZVPD

Element x y z (Å)
C1 -0.00785 1.44102 -2.71624
C2 0.10849 0.69233 -1.60006
C3 -0.79985 -0.49898 -1.25170
C4 -1.04169 -1.36719 1.26294
C5 -0.23443 -0.99154 2.48238
C6 0.79641 0.00527 1.98790
C7 0.54740 0.14412 0.72459
C8 -0.53596 -0.68389 0.25961
C9 1.13906 0.89892 -0.49644
H1 -0.72930 1.21905 -3.49790
H2 0.57731 2.34737 -2.91065
H3 -1.86753 -0.28111 -1.46377
H4 -1.88517 -2.06754 1.30150
H5 -0.84158 -0.55858 3.29748
H6 0.31032 -1.86690 2.87997
H7 1.56230 0.43705 2.65480
H8 1.30097 1.97374 -0.30079
H9 -0.54153 -1.38124 -1.82969
H10 2.14262 0.53809 -0.78393

Properties
structure (SMILES) = C=C1CC2=CCC=C2C1
ΔE to the lowest compared entry with this formula, charge and spin = 0.0 kJ/mol
total charge = 0

Results of the Mulliken charge analysis, in e, for atoms 1 through 2: atom 1 (C): -1.079, atom 2 (C): 0.532

---

Number 1: gap between HOMO and LUMO 8.03 eV, LUMO -1.09 eV. Number 2: gap between HOMO and LUMO 9.59 eV, LUMO 1.05 eV.